[1]
Here is a structure of composition C36H40HgOP2 in a non-equilibrium geometry from the OMol25 dataset. Energies are from the ωB97M-V functional and the def2-TZVPD basis.

The value obtained for the energy relative to the best compared isomer or geometry (same formula, charge and spin) is 30.6 kcal/mol. The calculation puts the LUMO energy (spin up / spin down) at -0.464 / -0.365 eV. The total charge is 0. The value obtained for the HOMO energy (spin up / spin down) is -5.386 / -5.718 eV. For the orbital gap (spin up / spin down), the calculation gives 4.922 / 5.353 eV.

XYZ file:
```
80
Properties=species:S:1:pos:R:3:forces:R:3
Hg -0.563 2.677 -1.566 -1.31 1.75 3.06
C -2.094 1.388 -2.400 -1.16 -0.22 0.99
C -1.819 -0.079 -2.058 -1.08 -2.32 -0.11
C -0.728 -0.747 -2.917 -0.09 -0.95 -0.32
C 0.440 0.089 -3.474 0.16 -0.33 0.29
C 0.753 1.466 -2.917 1.16 1.11 -3.67
C 0.239 2.631 -3.597 2.54 -2.63 -2.06
C -0.913 2.414 -4.570 0.01 0.67 0.49
C -2.131 1.670 -3.917 -0.36 -0.29 0.05
C 1.715 -0.001 2.668 0.18 0.21 0.42
H -3.038 1.730 -1.946 0.37 -0.41 -0.14
H -2.753 -0.632 -2.326 0.27 0.17 -0.07
H -1.215 -1.215 -3.792 0.10 0.23 0.34
H -0.307 -1.608 -2.377 -0.11 0.25 -0.01
H 1.355 -0.512 -3.319 -0.29 0.30 -0.07
H 0.323 0.143 -4.571 0.03 0.25 0.45
H 1.745 1.520 -2.453 -0.49 0.38 0.16
H 0.898 3.479 -3.825 -0.38 -0.13 0.78
H -0.596 1.842 -5.468 0.13 0.32 0.59
H -1.255 3.400 -4.937 0.23 -0.43 0.12
H -3.020 2.283 -4.136 0.29 -0.32 0.22
H -2.269 0.727 -4.463 -0.07 0.15 0.07
H 0.941 0.758 2.532 -0.27 -0.35 0.17
H 2.463 0.350 3.395 -0.05 -0.14 -0.36
H 1.240 -0.906 3.063 -0.14 0.27 -0.12
P -1.770 -0.872 -0.236 1.64 2.10 1.69
P 2.437 -0.336 1.072 -1.25 0.49 -1.08
C -0.138 -1.115 0.461 -2.19 -1.10 0.49
C 1.099 -0.805 -0.031 2.79 0.64 -0.45
C -2.606 -2.388 0.338 -0.45 -0.86 -0.94
C -2.963 -3.443 -0.512 -0.18 0.23 0.37
C -3.650 -4.540 0.013 0.06 -0.12 0.19
C -3.935 -4.616 1.382 0.03 0.20 0.01
C -3.521 -3.586 2.237 0.03 -0.45 -0.58
C -2.852 -2.487 1.713 -0.11 0.32 0.18
C -2.802 0.389 0.592 -0.33 0.16 0.25
C -2.337 1.622 1.077 -0.07 0.30 -0.62
C -3.235 2.684 1.212 -0.27 -0.19 0.22
C -4.614 2.474 1.058 0.02 -0.25 -0.37
C -5.085 1.215 0.674 0.28 0.20 0.40
C -4.177 0.175 0.484 0.08 0.33 -0.52
C 3.904 -1.341 1.404 0.53 -0.59 0.30
C 3.718 -2.646 1.902 0.29 0.14 -0.11
C 4.815 -3.399 2.328 0.23 0.18 -0.04
C 6.115 -2.870 2.267 -0.45 0.31 -0.20
C 6.300 -1.573 1.770 -0.16 -0.32 0.13
C 5.206 -0.807 1.363 -0.19 -0.19 0.00
C 3.073 1.214 0.368 0.20 -0.01 -0.19
C 2.681 2.456 0.886 0.20 -0.13 -0.13
C 3.061 3.628 0.233 -0.05 -0.09 -0.27
C 3.790 3.567 -0.961 0.00 -0.13 0.23
C 4.208 2.331 -1.465 -0.11 0.07 -0.03
C 3.850 1.157 -0.804 -0.13 0.13 0.04
H -0.192 -1.647 1.432 -0.47 0.77 -0.46
H 1.312 -0.783 -1.108 0.15 0.35 0.50
H -2.726 -3.388 -1.573 -0.13 -0.09 0.11
H -3.962 -5.352 -0.641 0.08 0.17 0.08
H -4.485 -5.471 1.792 0.24 0.31 -0.26
H -3.718 -3.643 3.308 0.07 0.05 -0.28
H -2.527 -1.685 2.383 0.19 0.29 -0.02
H -1.283 1.786 1.308 -0.29 -0.23 -0.25
H -2.868 3.698 1.400 -0.07 -0.48 0.26
H -5.329 3.283 1.218 0.30 -0.13 -0.13
H -6.140 1.029 0.494 0.10 0.11 0.23
H -4.541 -0.804 0.189 -0.05 0.12 -0.07
H 2.708 -3.061 1.969 0.32 0.08 -0.07
H 4.669 -4.408 2.715 -0.03 0.28 -0.09
H 6.974 -3.454 2.612 -0.37 0.19 -0.17
H 7.303 -1.153 1.703 -0.23 -0.06 0.07
H 5.367 0.216 1.024 -0.04 -0.32 0.08
H 2.079 2.498 1.794 0.17 0.08 -0.23
H 2.763 4.592 0.644 0.04 -0.24 -0.15
H 4.032 4.487 -1.494 0.02 -0.24 0.17
H 4.805 2.279 -2.382 -0.27 0.04 0.37
H 4.162 0.189 -1.209 -0.07 0.31 0.15
C -1.687 0.384 4.219 0.20 -0.60 -0.73
O -1.372 -0.179 3.006 0.21 -0.14 -0.19
H -2.540 1.093 4.164 -0.03 0.10 0.13
H -0.825 0.944 4.632 -0.05 0.15 0.38
H -1.961 -0.407 4.944 -0.07 0.28 0.39
```
Positions in Å, forces in eV/Å.



[2]
Here is a structure of composition C5H8N3 in a non-equilibrium geometry from the OMol25 dataset. Energies are from the ωB97M-V functional and the def2-TZVPD basis.

The value obtained for the energy relative to the best compared isomer or geometry (same formula, charge and spin) is 0.0 kcal/mol. The calculation puts the LUMO energy (spin up / spin down) at -3.876 / -8.040 eV. The total charge is +1. As for the expectation value of S²: 2.025. The value obtained for the HOMO energy (spin up / spin down) is -11.102 / -15.669 eV. The spin multiplicity is 3. For the orbital gap (spin up / spin down), the calculation gives 7.227 / 7.629 eV.

XYZ file:
```
16
Properties=species:S:1:pos:R:3:forces:R:3
C 0.065 1.500 0.287 1.70 1.72 0.37
C -0.054 -0.890 0.244 -2.56 -0.58 -0.43
C -1.638 0.176 -0.059 3.23 2.85 0.57
C 0.863 0.244 0.494 0.59 1.09 -0.19
C 2.091 0.225 -0.434 -0.09 -0.50 -0.05
N -1.189 1.436 0.020 -0.84 -3.86 -0.18
N -0.202 -2.096 0.156 0.64 1.99 0.33
N -2.816 -0.264 -0.254 -2.91 -2.08 -0.53
H 0.540 2.471 0.327 0.14 -0.08 0.13
H 1.200 0.224 1.539 -0.11 -0.27 0.00
H 2.667 -0.681 -0.266 0.14 -0.02 -0.01
H 2.732 1.080 -0.234 -0.05 0.06 0.11
H 1.782 0.251 -1.477 -0.01 0.05 -0.03
H 0.545 -2.763 0.320 -0.13 -0.53 -0.12
H -2.966 -1.269 -0.309 -0.14 0.41 -0.01
H -3.620 0.355 -0.354 0.41 -0.23 0.05
```
Positions in Å, forces in eV/Å.



[3]
Here is an isolated molecule of C4H6O2 from the OMol25 dataset. Energies are from the ωB97M-V functional and the def2-TZVPD basis.

The value obtained for the energy relative to the best compared isomer or geometry (same formula, charge and spin) is 73.6 kcal/mol. The calculation puts the LUMO energy at 0.713 eV. The total charge is 0. The value obtained for the HOMO energy is -8.616 eV. For the orbital gap, the calculation gives 9.329 eV.

XYZ file:
```
12
Properties=species:S:1:pos:R:3:forces:R:3
O 0.157 -1.613 -0.946 -0.07 -0.19 0.22
C -0.013 -0.250 -0.645 0.01 0.37 -0.05
C -1.149 0.138 0.303 -0.10 0.06 0.01
C -0.743 1.477 0.904 0.29 -0.30 -0.16
O 0.556 1.553 0.732 -0.28 0.11 0.14
C 1.164 0.398 0.081 0.07 -0.16 -0.08
H -0.043 -2.131 -0.157 0.06 0.01 -0.09
H -2.148 0.159 -0.138 0.16 0.03 0.07
H -1.189 -0.549 1.169 0.01 0.07 -0.10
H -0.161 0.249 -1.609 0.04 -0.06 0.11
H 1.568 -0.260 0.861 -0.06 0.09 -0.15
H 1.974 0.759 -0.554 -0.13 -0.03 0.09
```
Positions in Å, forces in eV/Å.



[4]
Here is a structure of composition C16H16N4O3Ti in a non-equilibrium geometry from the OMol25 dataset. Energies are from the ωB97M-V functional and the def2-TZVPD basis.

The calculation puts the LUMO energy (spin up / spin down) at -7.276 / -7.282 eV. The total charge is +2. As for the expectation value of S²: 2.010. The value obtained for the HOMO energy (spin up / spin down) is -13.342 / -14.293 eV. The spin multiplicity is 3. For the orbital gap (spin up / spin down), the calculation gives 6.066 / 7.011 eV.

XYZ file:
```
40
Properties=species:S:1:pos:R:3:forces:R:3
Ti 0.460 0.493 -0.141 -0.67 -0.25 0.09
O 2.295 1.071 -0.020 3.75 1.51 -0.19
C 3.093 2.025 -0.347 -2.88 -1.02 -0.42
O 0.381 2.216 -1.071 0.77 2.96 -0.95
C 1.177 3.179 -1.268 -1.15 -1.97 0.20
O 0.822 4.289 -1.826 0.94 0.35 -0.11
N 2.506 3.121 -0.971 0.14 -0.54 0.46
C 2.070 5.076 -2.079 -1.10 0.74 -0.72
C 3.184 4.342 -1.406 0.70 -0.32 0.57
H 1.909 6.066 -1.646 -0.10 -0.17 -0.36
H 2.212 5.100 -3.164 -0.32 0.22 0.28
H 3.570 4.897 -0.549 -0.01 -0.11 -0.01
H 4.006 4.103 -2.079 -0.08 0.05 -0.01
C 4.485 2.156 -0.143 2.09 -0.24 0.45
C 5.428 1.191 0.012 -1.02 0.83 -0.14
H 4.811 3.202 -0.163 0.07 -0.54 0.37
H 5.225 0.142 -0.177 0.00 0.08 0.35
H 6.431 1.508 0.291 -0.08 -0.25 -0.31
N -1.768 -1.853 0.743 0.06 -0.19 0.02
C -0.447 -2.259 0.934 -0.12 0.68 -0.25
C -0.231 -3.531 1.488 0.18 -0.20 0.08
C 1.066 -3.966 1.712 -0.60 0.49 -0.23
C 2.115 -3.098 1.370 0.58 0.38 -0.14
C 1.855 -1.857 0.824 -0.77 -0.82 0.28
N 0.564 -1.431 0.601 0.27 -1.21 0.56
C -2.375 -0.723 0.186 0.49 0.41 -0.06
C -3.778 -0.738 0.104 -0.11 0.01 0.01
C -4.451 0.350 -0.426 0.58 -0.29 0.22
C -3.690 1.436 -0.876 0.38 0.38 -0.17
C -2.313 1.403 -0.785 -0.53 -0.72 0.40
N -1.635 0.336 -0.231 -1.33 -0.32 -0.21
H -2.439 -2.558 1.032 0.19 0.24 -0.10
H -1.108 -4.133 1.724 0.36 0.00 0.01
H 1.268 -4.948 2.141 -0.10 0.33 -0.15
H 3.146 -3.402 1.535 -0.23 0.10 -0.06
H 2.635 -1.148 0.544 -0.19 -0.38 0.15
H -4.293 -1.625 0.479 -0.03 0.36 -0.19
H -5.536 0.370 -0.490 0.22 -0.08 0.03
H -4.160 2.321 -1.299 0.06 -0.27 0.08
H -1.689 2.216 -1.142 -0.39 -0.23 0.14
```
Positions in Å, forces in eV/Å.



[5]
Here is the ion C4H8NS with charge +1 in a non-equilibrium geometry from the OMol25 dataset. Energies are from the ωB97M-V functional and the def2-TZVPD basis.

The value obtained for the energy relative to the best compared isomer or geometry (same formula, charge and spin) is 25.6 kcal/mol. The calculation puts the LUMO energy (spin up / spin down) at -3.967 / -5.939 eV. The total charge is +1. As for the expectation value of S²: 2.005. The value obtained for the HOMO energy (spin up / spin down) is -10.591 / -14.069 eV. The spin multiplicity is 3. For the orbital gap (spin up / spin down), the calculation gives 6.623 / 8.130 eV.

XYZ file:
```
14
Properties=species:S:1:pos:R:3:forces:R:3
C 2.150 0.555 0.529 -2.95 -1.77 -3.80
C 0.037 -0.012 -1.330 1.87 1.11 2.17
C 0.804 -0.360 -0.058 1.85 1.74 1.96
C -0.504 0.372 0.007 1.18 -1.36 -0.81
N -1.651 -0.394 0.453 -3.92 -0.13 -0.13
S 2.253 0.480 2.130 0.31 0.02 2.08
H 2.820 1.026 -0.183 -0.08 -0.14 0.17
H 0.511 0.752 -1.909 -0.06 0.50 -0.18
H -0.566 -0.630 -1.868 -1.02 -2.35 -1.53
H 0.754 -1.306 0.499 0.18 -0.01 -0.89
H -0.608 1.362 0.179 -0.12 2.89 1.05
H -2.115 -0.126 1.418 1.35 -0.46 -2.31
H -1.475 -1.400 0.460 0.30 -0.09 0.31
H -2.412 -0.317 -0.327 1.11 0.05 1.91
```
Positions in Å, forces in eV/Å.



[6]
Here is an isolated molecule of C15H22N2O4 in a non-equilibrium geometry from the OMol25 dataset. Energies are from the ωB97M-V functional and the def2-TZVPD basis.

As for the SMILES: O=C([C@H](CO)NC(=O)[C@H]1C[C@@]2(C1)C[C@]21CC1)N1CCCO1. The value obtained for the energy relative to the best compared isomer or geometry (same formula, charge and spin) is 134.4 kcal/mol. The calculation puts the LUMO energy at 0.707 eV. The total charge is 0. The value obtained for the HOMO energy is -8.994 eV. For the orbital gap, the calculation gives 9.701 eV.

XYZ file:
```
43
Properties=species:S:1:pos:R:3:forces:R:3
O 1.437 -2.260 -2.072 -0.03 0.00 -0.01
C 2.175 -1.519 -1.455 0.22 -0.25 0.38
C 1.758 -0.943 -0.097 -0.12 0.16 -0.16
C 2.402 -1.708 1.061 0.00 0.02 -0.02
O 3.781 -1.375 1.109 -0.02 -0.01 0.03
N 0.322 -1.048 -0.033 0.01 0.05 0.15
C -0.410 -0.254 0.791 0.07 -0.06 -0.12
O 0.115 0.539 1.557 -0.01 0.03 0.02
C -1.903 -0.385 0.654 -0.10 -0.01 -0.03
C -2.623 0.795 -0.062 0.12 0.03 0.17
C -3.703 0.711 1.022 0.51 0.37 -0.73
C -2.757 -0.095 1.907 -0.18 -0.08 0.07
C -5.142 0.526 0.671 -0.86 -0.01 0.13
C -4.678 1.767 1.347 0.69 -0.51 1.03
C -4.808 2.238 2.749 -0.76 -0.07 0.24
C -4.512 3.207 1.647 0.44 0.30 -0.85
N 3.480 -1.291 -1.786 -0.17 0.07 -0.52
C 4.130 0.035 -1.724 0.09 -0.02 0.23
C 4.844 0.143 -3.069 -0.05 0.01 0.03
C 5.053 -1.323 -3.391 0.02 -0.05 -0.02
O 3.829 -1.930 -3.008 -0.01 0.05 0.04
H 2.045 0.105 0.016 0.01 0.00 -0.03
H 1.888 -1.389 1.971 -0.01 -0.01 0.00
H 2.248 -2.784 0.918 0.03 0.00 -0.02
H 4.169 -1.796 1.880 0.01 0.01 0.01
H -0.106 -1.672 -0.700 -0.01 0.01 -0.01
H -2.183 -1.335 0.198 0.05 -0.01 -0.01
H -2.037 1.712 0.044 0.00 -0.01 -0.05
H -2.906 0.656 -1.104 -0.03 -0.04 0.01
H -3.146 -0.954 2.454 -0.03 0.01 -0.02
H -2.209 0.560 2.587 0.02 -0.02 0.02
H -5.414 0.499 -0.378 0.05 0.13 0.00
H -5.761 -0.090 1.314 0.04 -0.18 -0.15
H -5.818 2.328 3.134 0.05 -0.10 0.15
H -4.064 1.945 3.480 0.10 0.13 -0.07
H -3.492 3.552 1.515 -0.05 0.16 0.14
H -5.263 3.945 1.397 -0.08 -0.12 -0.05
H 3.396 0.824 -1.571 -0.01 0.00 -0.01
H 4.830 0.042 -0.890 -0.01 0.02 0.01
H 4.196 0.596 -3.819 0.01 0.01 0.00
H 5.767 0.714 -3.001 0.01 -0.01 0.01
H 5.187 -1.541 -4.448 0.00 0.00 0.00
H 5.885 -1.747 -2.817 0.00 0.00 -0.01
```
Positions in Å, forces in eV/Å.



no.,E_tot (eV)
1,-62770.909
2,-9773.770
3,-8337.269
4,-52056.926
5,-16591.273
6,-27078.252